1.
72
Properties=species:S:1:pos:R:3 method="wB97M-V/def2-TZVPD" total_charge=+3 homo_energy_ev="-16.69 / -17.02" s2=0.75 multiplicity=2 relative_energy_kcal_mol=0.0 energy_ha=-4121.8959
Cu -0.2193 -0.0484 -0.2487
Cl 4.0228 3.5277 -0.0754
S -1.5407 4.5023 -0.6401
P 0.3544 -0.6426 -2.5297
N -1.5963 2.5763 -2.5229
N -1.2893 1.9749 -0.2710
N -1.6758 -1.6427 -0.2914
N -0.3259 0.0156 1.8615
N 1.7896 0.2864 0.0718
N -1.2303 2.5744 0.9824
N -3.5115 0.6978 1.2308
C 1.7095 -3.0475 -2.1535
C -1.4795 2.8745 -1.2218
C -2.4197 -0.4359 3.1861
C -1.0554 -0.9565 2.7288
C -3.5589 -1.8079 1.3794
C -0.6731 -0.2732 -3.9891
C 2.6626 -0.6659 0.4224
C 1.9741 0.0148 -3.0236
C 3.5475 1.8957 0.1277
C -2.7589 4.8661 2.7507
C 4.4611 0.9090 0.4819
C -1.3467 4.7279 2.1766
C -1.3326 3.8583 0.9614
C 4.0018 -0.3907 0.6332
C -0.4436 -4.6266 -2.9288
C -3.5453 -0.5032 2.1614
C 2.2202 1.5442 -0.0683
C -2.2018 -2.3450 0.9241
C 0.7459 -5.2203 -2.5265
C -0.5609 -3.2448 -2.9429
C 0.5163 -2.4421 -2.5547
C -1.1766 -2.3141 2.0491
C 1.8220 -4.4297 -2.1442
H 1.4908 2.2948 -0.3490
H 4.6777 -1.1864 0.9147
H -2.3295 0.5725 3.6024
H -0.9433 5.7081 1.9187
H -2.7503 5.5258 3.6158
H 2.2443 -0.3781 -4.0049
H -1.7235 1.6197 -2.8029
H -3.1420 3.8974 3.0819
H -1.4716 -3.0493 2.8016
H -1.0624 -2.3125 -0.7614
H -2.4447 -1.5403 -0.9525
H -4.2628 -1.7599 0.5416
H 2.7587 -4.8899 -1.8591
H 2.7555 -0.2497 -2.3163
H 1.9156 1.1025 -3.0892
H 0.6562 -0.0365 2.1137
H -1.4872 -2.8068 -3.2988
H -1.8270 3.2874 -3.1983
H 2.2727 -1.6721 0.5294
H 0.8402 -6.2978 -2.5298
H -3.9866 -2.5500 2.0579
H -2.7138 0.7256 0.5785
H -3.4506 5.2873 2.0204
H -4.4997 -0.3909 2.6762
H -1.7260 -0.5115 -3.8303
H -2.3659 -3.3885 0.6460
H 5.5020 1.1611 0.6362
H -1.2727 -5.2407 -3.2545
H -0.2019 -2.6459 1.6782
H -3.4369 1.5611 1.7762
H -0.3154 -0.8744 -4.8262
H -0.5681 0.7751 -4.2661
H 2.5705 -2.4496 -1.8817
H -2.7403 -1.0592 4.0236
H -0.6044 0.9751 2.0807
H -0.4674 -1.0890 3.6389
H -4.3746 0.7437 0.6859
H -0.6688 4.2891 2.9094

---

2.
61
Properties=species:S:1:pos:R:3 method="wB97M-V/def2-TZVPD" total_charge=0 homo_energy_ev="-2.00 / -10.01" s2=0.75 multiplicity=2 energy_ha=-1133.9032
Na -7.0948 1.2399 -12.5240
O -6.4838 -0.9000 -11.2294
O -4.8532 0.2074 -13.4649
O -6.4378 3.3004 -11.3879
O -7.5597 2.8914 -14.4123
O -8.7911 0.1110 -13.8766
C -2.8208 1.4826 -13.6917
C -3.4934 -0.0926 -15.4933
C -9.3475 2.9232 -15.9285
C -8.4116 -1.1312 -14.3636
C -7.8028 2.5989 -15.7503
C -6.9262 -2.8189 -10.0125
C -6.9032 -1.3432 -9.9267
C -4.6548 3.7689 -9.9183
C -4.0399 0.8885 -14.3958
C -9.0817 -1.2401 -15.7648
C -9.0357 -2.1168 -13.3494
C -4.6240 4.4210 -12.4163
C -5.0464 3.3893 -11.3498
C -5.8333 -0.7623 -9.0016
C -6.9422 3.5721 -16.4810
H -10.0929 -1.9646 -13.1316
H -4.7512 2.8960 -9.2727
H -7.4064 -3.2729 -9.1457
H -2.3119 0.7630 -13.0503
H -4.4216 -0.6193 -13.2373
H -4.9832 5.4209 -12.1729
H -10.0421 2.3204 -15.3436
H -5.8869 -3.1406 -9.9455
H -4.6781 1.7011 -14.7426
H -3.5390 4.5253 -12.4129
H -9.5924 2.8860 -16.9900
H -8.9624 -2.1765 -16.3098
H -2.0838 1.8344 -14.4137
H -7.0622 4.6018 -16.1443
H -5.9860 -1.2091 -8.0192
H -7.6438 1.5368 -15.9364
H -7.8272 3.8064 -14.2984
H -7.8729 -0.9226 -9.6604
H -5.8622 3.4373 -16.4218
H -9.0534 -3.1061 -13.8068
H -8.3783 -2.2198 -12.4861
H -9.5705 3.9585 -15.6706
H -7.1064 3.6499 -17.5557
H -4.8289 -1.1439 -9.1854
H -4.6517 2.4501 -11.7372
H -7.4763 -3.1996 -10.8731
H -10.1501 -1.0261 -15.7357
H -5.7930 0.3256 -8.9482
H -7.3270 -1.2346 -14.3948
H -4.9152 4.1629 -13.4345
H -6.7441 4.1515 -11.0662
H -8.5955 -0.5346 -16.4387
H -3.5958 4.0267 -9.9078
H -9.7449 0.2098 -13.9228
H -2.6646 -0.7284 -15.1820
H -5.1695 4.6446 -9.5228
H -4.3597 -0.6677 -15.8202
H -3.1182 0.3958 -16.3926
H -3.0191 2.4404 -13.2107
H -5.5797 -1.2033 -11.3397

---

3.
18
Properties=species:S:1:pos:R:3 method="wB97M-V/def2-TZVPD" total_charge=0 smiles="CNC(=O)c1ccccn1" homo_energy_ev=-9.30 relative_energy_kcal_mol=71.2 energy_ha=-456.1808
O 0.7564 -2.1612 -1.5521
N -0.6395 0.6620 0.1363
N -0.8880 -2.1933 0.0068
C 0.2726 -0.1116 -0.4412
C 1.6994 1.8786 -0.7899
C -1.5543 -1.9218 1.2958
C 1.4885 0.4848 -0.9507
C 0.1179 -1.5098 -0.6957
C -0.4454 1.9299 0.2232
C 0.7602 2.5955 -0.2289
H 0.7244 3.8451 -0.0040
H 2.4759 -0.2883 -1.3898
H 2.7588 2.3245 -1.1089
H -1.3563 -2.9502 -0.4717
H -0.9771 -1.3398 1.8381
H -2.2869 -1.2196 1.3567
H -1.0373 2.6189 0.8872
H -1.8695 -2.6438 1.8886

---

Copy entry 3 word for word.
18
Properties=species:S:1:pos:R:3 method="wB97M-V/def2-TZVPD" total_charge=0 smiles="CNC(=O)c1ccccn1" homo_energy_ev=-9.30 relative_energy_kcal_mol=71.2 energy_ha=-456.1808
O 0.7564 -2.1612 -1.5521
N -0.6395 0.6620 0.1363
N -0.8880 -2.1933 0.0068
C 0.2726 -0.1116 -0.4412
C 1.6994 1.8786 -0.7899
C -1.5543 -1.9218 1.2958
C 1.4885 0.4848 -0.9507
C 0.1179 -1.5098 -0.6957
C -0.4454 1.9299 0.2232
C 0.7602 2.5955 -0.2289
H 0.7244 3.8451 -0.0040
H 2.4759 -0.2883 -1.3898
H 2.7588 2.3245 -1.1089
H -1.3563 -2.9502 -0.4717
H -0.9771 -1.3398 1.8381
H -2.2869 -1.2196 1.3567
H -1.0373 2.6189 0.8872
H -1.8695 -2.6438 1.8886

---

Repeat the first record exactly.
72
Properties=species:S:1:pos:R:3 method="wB97M-V/def2-TZVPD" total_charge=+3 homo_energy_ev="-16.69 / -17.02" s2=0.75 multiplicity=2 relative_energy_kcal_mol=0.0 energy_ha=-4121.8959
Cu -0.2193 -0.0484 -0.2487
Cl 4.0228 3.5277 -0.0754
S -1.5407 4.5023 -0.6401
P 0.3544 -0.6426 -2.5297
N -1.5963 2.5763 -2.5229
N -1.2893 1.9749 -0.2710
N -1.6758 -1.6427 -0.2914
N -0.3259 0.0156 1.8615
N 1.7896 0.2864 0.0718
N -1.2303 2.5744 0.9824
N -3.5115 0.6978 1.2308
C 1.7095 -3.0475 -2.1535
C -1.4795 2.8745 -1.2218
C -2.4197 -0.4359 3.1861
C -1.0554 -0.9565 2.7288
C -3.5589 -1.8079 1.3794
C -0.6731 -0.2732 -3.9891
C 2.6626 -0.6659 0.4224
C 1.9741 0.0148 -3.0236
C 3.5475 1.8957 0.1277
C -2.7589 4.8661 2.7507
C 4.4611 0.9090 0.4819
C -1.3467 4.7279 2.1766
C -1.3326 3.8583 0.9614
C 4.0018 -0.3907 0.6332
C -0.4436 -4.6266 -2.9288
C -3.5453 -0.5032 2.1614
C 2.2202 1.5442 -0.0683
C -2.2018 -2.3450 0.9241
C 0.7459 -5.2203 -2.5265
C -0.5609 -3.2448 -2.9429
C 0.5163 -2.4421 -2.5547
C -1.1766 -2.3141 2.0491
C 1.8220 -4.4297 -2.1442
H 1.4908 2.2948 -0.3490
H 4.6777 -1.1864 0.9147
H -2.3295 0.5725 3.6024
H -0.9433 5.7081 1.9187
H -2.7503 5.5258 3.6158
H 2.2443 -0.3781 -4.0049
H -1.7235 1.6197 -2.8029
H -3.1420 3.8974 3.0819
H -1.4716 -3.0493 2.8016
H -1.0624 -2.3125 -0.7614
H -2.4447 -1.5403 -0.9525
H -4.2628 -1.7599 0.5416
H 2.7587 -4.8899 -1.8591
H 2.7555 -0.2497 -2.3163
H 1.9156 1.1025 -3.0892
H 0.6562 -0.0365 2.1137
H -1.4872 -2.8068 -3.2988
H -1.8270 3.2874 -3.1983
H 2.2727 -1.6721 0.5294
H 0.8402 -6.2978 -2.5298
H -3.9866 -2.5500 2.0579
H -2.7138 0.7256 0.5785
H -3.4506 5.2873 2.0204
H -4.4997 -0.3909 2.6762
H -1.7260 -0.5115 -3.8303
H -2.3659 -3.3885 0.6460
H 5.5020 1.1611 0.6362
H -1.2727 -5.2407 -3.2545
H -0.2019 -2.6459 1.6782
H -3.4369 1.5611 1.7762
H -0.3154 -0.8744 -4.8262
H -0.5681 0.7751 -4.2661
H 2.5705 -2.4496 -1.8817
H -2.7403 -1.0592 4.0236
H -0.6044 0.9751 2.0807
H -0.4674 -1.0890 3.6389
H -4.3746 0.7437 0.6859
H -0.6688 4.2891 2.9094

---

Repeat the second record exactly.
61
Properties=species:S:1:pos:R:3 method="wB97M-V/def2-TZVPD" total_charge=0 homo_energy_ev="-2.00 / -10.01" s2=0.75 multiplicity=2 energy_ha=-1133.9032
Na -7.0948 1.2399 -12.5240
O -6.4838 -0.9000 -11.2294
O -4.8532 0.2074 -13.4649
O -6.4378 3.3004 -11.3879
O -7.5597 2.8914 -14.4123
O -8.7911 0.1110 -13.8766
C -2.8208 1.4826 -13.6917
C -3.4934 -0.0926 -15.4933
C -9.3475 2.9232 -15.9285
C -8.4116 -1.1312 -14.3636
C -7.8028 2.5989 -15.7503
C -6.9262 -2.8189 -10.0125
C -6.9032 -1.3432 -9.9267
C -4.6548 3.7689 -9.9183
C -4.0399 0.8885 -14.3958
C -9.0817 -1.2401 -15.7648
C -9.0357 -2.1168 -13.3494
C -4.6240 4.4210 -12.4163
C -5.0464 3.3893 -11.3498
C -5.8333 -0.7623 -9.0016
C -6.9422 3.5721 -16.4810
H -10.0929 -1.9646 -13.1316
H -4.7512 2.8960 -9.2727
H -7.4064 -3.2729 -9.1457
H -2.3119 0.7630 -13.0503
H -4.4216 -0.6193 -13.2373
H -4.9832 5.4209 -12.1729
H -10.0421 2.3204 -15.3436
H -5.8869 -3.1406 -9.9455
H -4.6781 1.7011 -14.7426
H -3.5390 4.5253 -12.4129
H -9.5924 2.8860 -16.9900
H -8.9624 -2.1765 -16.3098
H -2.0838 1.8344 -14.4137
H -7.0622 4.6018 -16.1443
H -5.9860 -1.2091 -8.0192
H -7.6438 1.5368 -15.9364
H -7.8272 3.8064 -14.2984
H -7.8729 -0.9226 -9.6604
H -5.8622 3.4373 -16.4218
H -9.0534 -3.1061 -13.8068
H -8.3783 -2.2198 -12.4861
H -9.5705 3.9585 -15.6706
H -7.1064 3.6499 -17.5557
H -4.8289 -1.1439 -9.1854
H -4.6517 2.4501 -11.7372
H -7.4763 -3.1996 -10.8731
H -10.1501 -1.0261 -15.7357
H -5.7930 0.3256 -8.9482
H -7.3270 -1.2346 -14.3948
H -4.9152 4.1629 -13.4345
H -6.7441 4.1515 -11.0662
H -8.5955 -0.5346 -16.4387
H -3.5958 4.0267 -9.9078
H -9.7449 0.2098 -13.9228
H -2.6646 -0.7284 -15.1820
H -5.1695 4.6446 -9.5228
H -4.3597 -0.6677 -15.8202
H -3.1182 0.3958 -16.3926
H -3.0191 2.4404 -13.2107
H -5.5797 -1.2033 -11.3397